1.
ORCA calculation (ωB97M-V/def2-TZVPD) on 2 unconnected molecules or ions with the total composition C3H4O2.

Output
Relative energy (zero: lowest compared OMol25 entry of this formula, charge and spin) in kcal/mol: 112.2
Molar mass in u: 72.1
Lowest unoccupied orbital energy in eV: 0.5

The geometry in XYZ format:
```
9
Properties=species:S:1:pos:R:3:forces:R:3
C -0.91610 -0.02987 -0.37879 3.530 0.017 2.435
C 1.19702 0.00163 -0.05265 -4.687 -0.177 -0.949
O -1.28747 -1.16750 0.32196 1.026 3.083 0.148
H -0.80677 0.06392 -1.43914 -0.718 -0.685 -0.501
C 2.34853 0.23125 0.15406 -1.598 -0.286 -0.316
O -1.29270 1.15649 0.19220 -0.734 -1.514 -2.416
H -0.80379 1.16617 0.97656 0.940 0.499 2.394
H 3.29880 0.36580 0.42408 3.123 0.472 0.718
H -1.73751 -1.78789 -0.19828 -0.884 -1.408 -1.513
```
Forces are in eV/Å.

These are the Löwdin partial charges, in e, on atoms 1 to 6:
1 C -0.2539
2 C -0.0331
3 O 0.0516
4 H 0.1221
5 C -0.0361
6 O 0.0463



2.
ORCA calculation (ωB97M-V/def2-TZVPD) on a single C4H8N2O molecule.

Output
Relative energy (zero: lowest compared OMol25 entry of this formula, charge and spin) in kcal/mol: 96.7
Molar mass in u: 100.1
Lowest unoccupied orbital energy in eV: 0.6

The geometry in XYZ format:
```
15
Properties=species:S:1:pos:R:3:forces:R:3
H 2.56674 -1.01584 1.39912 -0.103 0.004 -0.069
C -1.11327 0.41595 -1.01978 -0.055 -0.121 -0.142
C -0.97763 -0.86340 -0.24094 -0.460 -0.097 -0.015
H 3.25266 0.22995 0.27694 -0.088 -0.161 0.086
N -0.91883 1.49661 -0.04903 -0.246 0.182 -0.035
O 0.29834 -1.06186 0.30191 0.230 0.237 -0.103
H -0.93628 2.39793 -0.51519 0.026 -0.114 0.071
C 2.34581 -0.19045 0.71358 0.060 -0.002 -0.161
H -0.29880 0.46705 -1.74781 -0.221 -0.019 0.050
C 1.30555 -0.44498 -0.32170 0.043 0.005 0.528
H -2.08170 0.41066 -1.53038 0.061 -0.033 0.125
H -1.65110 -2.34085 0.71350 0.011 0.002 -0.066
H 1.84150 0.59919 1.29803 0.196 -0.054 -0.023
N -1.95152 -1.58415 0.09731 0.427 0.085 -0.126
H -1.68146 1.48419 0.62445 0.116 0.085 -0.120
```
Forces are in eV/Å.

These are the Löwdin partial charges, in e, on atoms 1 to 6:
1 H 0.0811
2 C -0.2391
3 C -0.4202
4 H 0.0635
5 N 0.0171
6 O -0.0476



3.
ORCA calculation (ωB97M-V/def2-TZVPD) on a gas-phase ion, C7H9O2S2 (charge -1).

Output
Total charge: -1
Multiplicity: 3
Molar mass in u: 189.3
⟨S²⟩: 2.0097
Lowest unoccupied orbital energy (alpha / beta) in eV: 3.3 / 2.4

The geometry in XYZ format:
```
20
Properties=species:S:1:pos:R:3:forces:R:3
H -0.94227 -4.09210 0.09187 -3.051 -2.318 1.740
O -0.61215 0.51420 2.80161 -0.131 -0.474 1.578
H -0.09950 -3.84020 -1.21536 0.611 -0.308 -2.235
C -0.75061 1.11113 1.77355 0.523 -0.713 -0.022
C -0.73884 -1.98859 -0.25970 3.481 -2.328 3.173
S 0.00813 3.79347 -0.72513 -0.011 -0.756 -0.033
C -0.52604 0.36451 0.46799 0.745 2.142 -2.509
C 0.69378 1.06926 -0.36719 -0.614 -3.283 1.083
H -1.47378 0.67016 -0.14126 1.207 -1.133 0.683
O -1.08489 2.38542 1.73784 0.573 0.032 -2.113
C -0.25527 -1.14807 0.63986 -0.268 2.079 0.601
S 2.53560 2.50084 -1.74778 -0.813 0.130 0.373
C -0.26920 -3.44929 -0.27135 2.595 2.489 1.038
H 0.36009 -1.37496 1.53760 -0.500 -0.114 -0.893
H 0.67319 -3.67552 0.34445 -1.206 0.870 -0.825
C 0.98151 2.39738 -0.84173 0.404 2.941 -0.466
H 1.96961 3.12292 -2.79271 0.231 0.075 -0.354
H -0.82005 2.67558 0.75976 -0.754 0.714 1.522
H 1.54270 0.49512 -0.76760 -0.942 -1.040 0.740
H -1.19201 -1.53125 -1.02473 -2.079 0.995 -3.083
```
Forces are in eV/Å.

These are the Löwdin partial charges, in e, on atoms 1 to 6:
1 H 0.0063
2 O 0.0719
3 H 0.0335
4 C -0.5931
5 C -0.1234
6 S 0.4703



4.
ORCA calculation (ωB97M-V/def2-TZVPD) on a single C2H4NP molecule.

Output
Relative energy (zero: lowest compared OMol25 entry of this formula, charge and spin) in kcal/mol: 45.0
Molar mass in u: 73.0
SMILES: PC1=NC1
Lowest unoccupied orbital energy in eV: 0.7

The geometry in XYZ format:
```
8
Properties=species:S:1:pos:R:3:forces:R:3
H -0.40097 1.01869 -2.06157 0.635 0.789 -0.289
N 1.05440 0.85891 0.52228 -0.425 -1.834 -0.585
H -1.59069 -0.20695 -1.28464 0.972 -0.725 -0.129
H -0.55751 0.02763 1.79096 0.271 -0.442 -0.432
C 0.46853 -0.06341 -0.13235 0.271 2.585 -1.167
H 0.89317 -1.00650 1.69452 1.862 -2.156 1.491
C 0.32951 -0.31266 1.22547 -1.921 2.354 1.671
P -0.19643 -0.31571 -1.75466 -1.664 -0.571 -0.559
```
Forces are in eV/Å.

These are the Löwdin partial charges, in e, on atoms 1 to 6:
1 H -0.1236
2 N 0.1341
3 H -0.0665
4 H 0.0947
5 C -0.7199
6 H 0.0365



5.
ORCA calculation (ωB97M-V/def2-TZVPD) on a molecular structure, C19H43N2OP3SSn.

Output
Total charge: +4
Relative energy (zero: lowest compared OMol25 entry of this formula, charge and spin) in kcal/mol: 31.5
Molar mass in u: 559.3
Lowest unoccupied orbital energy (alpha / beta) in eV: -15.5 / -15.3

The geometry in XYZ format:
```
70
Properties=species:S:1:pos:R:3:forces:R:3
H -2.41743 0.42880 4.39559 0.463 -0.180 -0.193
C -1.49261 0.22596 3.82572 0.633 -0.542 0.350
H 2.29293 -2.15309 -5.50470 -0.746 -0.473 -0.370
H 0.45769 -3.33160 1.50015 0.305 -0.109 0.690
C 3.14058 0.68602 1.33669 0.157 0.006 0.242
C 0.52705 -3.93203 -3.69249 -0.225 -0.265 0.389
C 1.12517 -2.26801 3.14726 0.087 -1.161 1.480
C -3.46945 -0.04370 1.92899 -0.035 -0.587 -0.631
H -1.68883 3.05687 2.94788 -0.359 -0.157 0.044
P -1.30323 2.05455 -0.90311 0.024 0.062 -1.124
H -3.18033 2.17748 3.45126 0.344 0.092 -0.392
C 2.11203 -1.51705 5.42392 0.287 0.103 0.394
C 0.47235 -2.79454 -6.63668 -3.133 -1.601 -0.539
H 3.17909 3.37694 0.31173 -0.228 -0.209 -0.239
C 2.32800 2.89107 -0.19349 -0.496 -0.013 -0.307
H 1.76301 -1.23561 -7.01471 0.336 -0.495 0.070
H -0.91134 -0.31940 -2.84038 0.361 -1.707 -1.005
H 2.04393 -0.48565 5.04491 0.048 -0.525 0.009
P 1.65833 1.66048 0.96924 1.085 -0.454 0.548
H 0.01387 4.03990 -0.33163 -0.685 0.027 0.046
C 0.83792 -1.62716 -3.00460 -0.184 -1.486 0.939
O 1.09507 -1.14392 2.57250 -0.355 -0.065 -0.181
H 2.17661 3.13189 2.77166 -0.275 -0.170 -0.024
C 1.57563 -2.09102 -6.34343 2.588 2.486 0.152
H 0.96447 -4.85832 -4.07718 -0.162 -0.058 0.819
H 1.75202 -1.05370 -0.99357 0.883 0.084 -0.628
C -0.72320 2.22902 -2.60344 0.069 0.093 -0.205
H 2.97771 0.13851 2.27155 0.096 0.061 -0.291
S 1.89942 -0.43713 -2.22746 -0.473 -0.147 1.185
H -3.57906 2.21388 -0.11789 -0.058 -0.062 -0.194
H -3.41107 0.97261 -1.39290 -0.049 0.216 0.043
H 2.65700 2.36158 -1.10294 0.039 0.350 0.319
H 1.70280 -3.44833 4.69673 -0.253 0.001 0.079
P -1.84731 0.74191 2.11934 -1.157 -0.603 1.882
H 0.41544 3.19518 2.42564 0.465 -0.225 0.065
C -3.09811 1.97176 -1.06781 -0.264 -0.295 -0.001
H 0.95570 -4.29415 2.84697 -0.176 -0.306 -0.051
H -4.05278 0.25974 2.80790 0.032 -0.220 -0.285
H -1.30020 3.02103 -3.09335 0.227 0.005 0.036
H -2.40156 -2.13305 -3.91880 0.298 -0.458 0.565
C -0.87137 -3.76417 -3.74382 0.395 2.280 -0.495
H 0.34414 2.46650 -2.60478 -0.124 0.084 -0.104
N 0.66607 -3.39933 2.49532 0.417 1.193 0.032
N 1.50481 -2.48269 4.47356 -0.084 0.839 -1.822
H -0.26810 -2.32249 -7.31232 0.300 -0.215 0.419
H -3.40974 2.70953 -1.81988 0.047 -0.141 0.184
H -1.25695 -0.84345 3.86970 -0.083 0.226 0.092
C -1.03300 3.73296 -0.23893 0.188 -0.124 0.532
H -1.48789 -4.66487 -3.89282 0.000 0.849 -0.332
H 2.35496 -3.18997 -2.81387 0.478 0.083 -0.449
H -0.86831 1.31100 -3.17104 -0.018 0.333 -0.030
C -2.49370 2.38827 2.61303 0.498 1.003 -0.754
C 1.36923 -2.94359 -3.16659 -1.540 1.252 -0.585
H 3.97831 1.39198 1.45993 -0.166 -0.369 -0.114
H 3.16866 -1.77981 5.63998 -0.526 0.213 -0.526
H -3.35700 -1.13142 1.90170 -0.154 0.077 0.119
H 1.58177 3.65154 -0.45451 0.710 -0.289 -0.016
C 1.28721 2.52659 2.53012 -0.441 -0.064 0.058
C -0.52839 -1.33577 -3.16677 -0.188 -0.806 -0.446
H -0.66059 0.78517 4.28406 -0.351 -0.204 -0.244
Sn -0.08149 -0.17064 0.17181 -0.508 2.765 1.644
H -3.04881 2.87726 1.80493 0.041 -0.048 0.319
H 1.63090 -1.54944 6.42543 -0.149 -0.128 -0.864
H 3.35034 -0.03161 0.52916 0.114 0.287 0.274
H 0.15056 -3.76986 -6.24164 0.681 0.214 -0.380
H -3.98935 0.26193 1.01621 0.039 -0.005 0.200
C -1.37359 -2.39331 -3.63039 0.522 -0.681 0.403
H 1.10243 1.79459 3.34137 0.175 0.371 -0.505
H -1.35124 3.80378 0.80878 0.139 0.098 -0.362
H -1.65717 4.40365 -0.84281 0.071 -0.112 0.064
```
Forces are in eV/Å.

These are the Löwdin partial charges, in e, on atoms 1 to 6:
1 H 0.0807
2 C -0.2342
3 H 0.1174
4 H 0.0986
5 C -0.2357
6 C -0.0885



6.
ORCA calculation (ωB97M-V/def2-TZVPD) on a molecular structure, C20H54B2F7N4O6Pt2.

Output
Total charge: +1
Multiplicity: 5
Molar mass in u: 991.4
⟨S²⟩: 6.0077
Lowest unoccupied orbital energy (alpha / beta) in eV: -2.5 / -4.4

The geometry in XYZ format:
```
95
Properties=species:S:1:pos:R:3:forces:R:3
F -8.24066 -17.11717 17.03657 0.395 -0.270 0.406
N -5.03910 -16.94479 20.00229 2.027 -0.268 0.303
H -0.29299 -24.89239 19.16985 -0.380 -0.014 0.484
C -8.31612 -21.40431 20.89043 -0.351 -0.503 -0.464
H -6.58697 -14.80267 19.52186 0.216 -0.521 -0.337
B -4.06849 -20.13394 18.76571 0.267 0.351 0.597
C -1.24456 -24.53299 18.77811 -0.444 -1.740 -0.884
H -6.37714 -22.44731 22.51689 0.626 0.025 0.125
H -6.60749 -23.50187 21.12791 0.048 -0.413 0.147
H -3.88679 -15.63955 21.81915 0.739 -0.364 0.738
H -3.82259 -23.06467 22.96930 -0.172 -0.176 0.105
H -8.84950 -20.71773 20.23299 0.544 0.191 -0.501
H -2.08447 -18.95748 16.98342 -0.604 0.209 -0.677
H -4.18503 -20.51256 19.76936 -0.614 -0.651 4.102
H -3.70088 -21.92589 15.41996 0.460 -0.666 -0.637
C -1.14939 -15.72677 21.24057 -0.204 -0.311 1.090
F -1.90701 -21.24603 23.26049 -0.630 -3.376 -2.030
C -3.40229 -15.38517 20.87647 -0.661 0.291 0.331
F -7.16929 -19.10740 17.58963 0.355 -0.032 0.239
H -0.75960 -16.37082 15.74974 -0.610 0.375 0.287
H -3.70276 -19.17897 23.59179 0.180 -1.032 0.973
H -8.71921 -22.38792 20.64931 -0.437 -0.156 0.481
H -0.53675 -17.92807 15.19735 -0.074 -0.333 -0.242
C -6.13760 -22.57663 21.46142 -0.375 -0.476 -0.177
H -2.41458 -15.46501 26.07126 -0.094 0.341 -0.246
C -1.31384 -23.07138 18.55406 0.130 0.233 -2.859
C -0.44349 -18.37293 18.03003 -0.852 1.158 -0.270
Pt -3.10388 -18.22759 19.71176 -0.117 2.257 1.472
C -2.31956 -15.82831 25.04799 0.082 -0.070 -0.410
O -2.37667 -17.67908 23.56918 0.734 -0.293 2.182
H -3.81391 -17.44462 25.02274 -0.158 0.237 0.296
O -4.70367 -22.68397 21.15193 -0.637 -0.261 1.287
H -1.31587 -15.64341 24.66520 0.551 -0.678 0.674
O -3.33009 -22.92581 17.21482 1.005 0.452 -0.532
B -8.17477 -18.15524 17.98479 1.341 1.198 -0.375
H -8.61840 -21.01884 21.86415 0.334 -0.583 0.298
C 0.02099 -19.40652 20.12906 -0.088 -0.070 -0.081
H -3.37020 -16.97268 17.25064 -0.599 -0.403 -0.153
C -5.75648 -14.58926 20.19479 0.761 -0.373 -0.940
C -4.02312 -22.82986 15.93679 -0.082 -0.541 1.583
H 0.11258 -17.45800 18.23448 0.527 -0.081 0.206
H -1.00358 -14.67815 20.98131 0.238 -0.025 0.068
H -6.69266 -20.81475 18.79290 0.258 0.605 -0.864
H -1.73050 -22.83368 20.33899 -0.819 0.074 1.007
H -2.15378 -24.90748 19.24840 0.259 0.066 0.997
C -1.63491 -20.08380 23.69998 -1.088 3.479 0.940
O -0.98348 -18.88421 19.27699 0.749 -0.106 -1.614
H -1.40013 -23.36289 16.35789 -0.627 -0.376 -0.113
H -5.77165 -17.18502 19.34978 -0.551 0.163 -0.046
O -2.29967 -16.19845 20.52415 0.560 0.405 0.088
H -2.16650 -17.32242 15.02961 0.000 0.359 0.237
C -3.90123 -23.56572 22.00448 -0.401 0.652 0.648
H -3.00544 -19.96926 18.68171 4.065 0.063 -0.925
F -0.34203 -19.84819 23.56576 1.161 0.655 -1.660
C -4.52988 -15.55962 19.92343 -2.753 0.715 -1.131
H -2.87068 -23.67882 21.66792 -0.391 0.299 -0.526
H -2.26633 -17.90230 25.73879 0.242 -0.036 -0.231
H -4.33573 -20.90891 18.06413 -1.060 -1.585 -4.040
C -2.70997 -19.00434 23.17711 -0.953 2.227 -3.072
H -0.34662 -22.61075 18.75508 0.447 -0.127 -1.107
F -7.81712 -17.63607 19.27470 0.623 0.096 -0.131
H -4.30483 -24.57083 22.12678 -0.417 0.135 -0.210
F -1.74015 -20.16340 25.01702 -1.003 0.095 2.041
H -5.35960 -17.05033 20.95426 -0.372 -0.544 0.084
C -6.80659 -21.47309 20.65117 -0.063 0.774 1.831
H -3.81297 -23.87728 15.72040 -0.479 0.466 -2.214
C -1.61972 -17.97521 17.06854 0.170 -0.585 0.311
H -3.06765 -14.35174 20.96666 -0.160 0.149 -0.247
H -1.87822 -21.47501 19.56575 -0.524 0.709 -0.028
Pt -4.34328 -22.44726 19.03373 -0.327 -0.491 1.115
H -1.39702 -25.06798 17.84076 0.556 0.066 -0.367
C -1.91521 -22.75975 17.10556 1.442 0.786 2.181
H -7.12100 -22.36036 18.88664 -0.354 -0.191 -0.160
H -0.22753 -16.30041 21.14458 -0.306 -0.258 -0.977
F -9.33160 -18.78224 18.10956 -2.268 -1.359 0.168
H -2.81801 -15.22433 24.28980 -0.976 0.063 0.482
N -6.47457 -21.68168 19.26297 -0.085 -0.650 -0.595
H 0.17669 -19.14044 17.56699 0.137 0.092 -0.033
C -1.29614 -17.31745 15.68577 1.200 -1.658 0.812
H -4.63094 -19.22591 18.61286 -2.861 2.542 -0.985
H -2.11018 -16.19547 17.63556 0.154 0.778 1.150
H -1.36039 -15.86656 22.30078 -0.114 0.424 0.143
H 0.65714 -20.08686 19.56288 0.168 -0.105 -0.071
H -5.46108 -13.58939 19.87685 -0.028 0.301 0.785
H -6.24041 -14.69008 21.16626 0.637 0.332 0.347
H -5.07487 -22.65856 16.16612 0.028 -0.311 0.002
C -2.73651 -17.28760 24.97121 0.476 0.037 -2.101
H -6.48632 -20.50431 21.03459 0.867 0.090 -0.590
H 0.63237 -18.58572 20.50403 0.025 -0.166 0.380
N -2.54416 -17.08861 17.82013 0.250 -0.570 -1.256
O -3.00478 -18.86812 21.79499 1.200 -1.891 1.770
N -2.15816 -22.44390 19.51118 0.137 0.069 1.302
H -4.24043 -15.35168 18.89334 0.200 -0.135 -0.057
H -0.50143 -19.96768 20.90383 0.173 0.369 0.235
H -1.62034 -21.72759 16.91641 -0.579 0.373 -0.364
```
Forces are in eV/Å.

These are the Löwdin partial charges, in e, on atoms 1 to 6:
1 F 0.0982
2 N 0.0349
3 H 0.1004
4 C -0.0184
5 H 0.0804
6 B -0.5922